[1]
{
  "formula": "C7H8IPt",
  "method": "ωB97M-V/def2-TZVPD",
  "elements": ["Pt", "C", "C", "C", "C", "C", "C", "H", "H", "H", "H", "H", "H", "I", "C", "H", "H"],
  "coordinates": [[-0.00541, 0.14941, 0.70035], [-0.48321, 1.37941, -1.31670], [0.86052, 1.17015, -1.29028], [1.36837, -0.19354, -1.03378], [0.50154, -1.34090, -0.96564], [-0.87462, -1.12473, -0.97771], [-1.36969, 0.24449, -1.08925], [-0.89934, 2.37896, -1.40005], [1.56243, 1.99823, -1.34156], [2.43578, -0.34116, -0.87822], [0.91332, -2.33176, -0.79975], [-1.56989, -1.94481, -0.82039], [-2.43916, 0.41594, -0.97892], [0.03509, 1.63662, 2.80815], [-0.01041, -0.37612, 2.93206], [-0.94169, -0.84490, 3.24430], [0.91639, -0.87527, 3.20739]],
  "forces_ev_per_angstrom": [[0.0796, 1.1116, 1.2002], [-1.4470, -0.4402, -0.1572], [1.2396, -0.9145, 0.0433], [-0.4301, 0.4304, 0.0833], [0.1875, -0.0787, -0.1403], [-0.2032, 0.1879, -0.1108], [0.5863, 0.0557, 0.0722], [-0.0820, -0.0222, -0.0741], [0.0812, -0.0640, -0.0526], [0.0117, 0.0834, 0.0245], [0.0589, -0.0164, -0.0939], [-0.0757, 0.0384, -0.0679], [0.0058, 0.0378, 0.0501], [0.0091, 0.4480, -0.0178], [-0.0035, -0.9433, -0.7224], [-0.0237, 0.0605, -0.0436], [0.0053, 0.0258, 0.0069]],
  "charge": 3,
  "homo_ev": [-23.58, -23.58],
  "orbital_gap_ev": [6.863, 6.862],
  "lumo_ev": [-16.7, -16.7],
  "energy_ev": -18698.5078
}

***

[2]
{
  "formula": "C19H19BeBrCl2N2O4",
  "method": "ωB97M-V/def2-TZVPD",
  "elements": ["Be", "O", "C", "C", "C", "C", "C", "C", "C", "O", "N", "N", "C", "C", "Br", "C", "C", "C", "C", "C", "C", "C", "H", "H", "H", "H", "H", "H", "H", "H", "H", "H", "H", "H", "H", "H", "C", "C", "O", "O", "H", "H", "H", "Cl", "C", "Cl", "H", "H"],
  "coordinates": [[0.44911, 0.33270, -1.80843], [2.22451, -3.53590, 0.99847], [3.29551, -2.93120, 0.39327], [4.60221, -3.31090, 0.66697], [5.65741, -2.66520, 0.04367], [5.41611, -1.64430, -0.85873], [4.11201, -1.26450, -1.12763], [3.04741, -1.89570, -0.51143], [1.60771, -1.51990, -0.81243], [1.41741, -0.79880, -1.92823], [1.08061, -0.75330, 0.34357], [0.52601, 0.37660, 0.02227], [-0.04919, 1.24420, 0.77117], [-0.43289, 2.49960, 0.18537], [0.69051, 2.98520, -1.30823], [-1.37629, 3.37720, 0.57317], [-2.31269, 3.28590, 1.67687], [-2.64599, 2.10360, 2.34167], [-3.49999, 2.11930, 3.42797], [-4.07859, 3.30370, 3.84957], [-3.80719, 4.47610, 3.16347], [-2.93049, 4.47070, 2.09737], [2.53031, -4.30160, 1.49957], [4.79351, -4.11140, 1.37047], [6.66981, -2.96810, 0.26827], [6.23641, -1.14870, -1.35633], [3.89011, -0.48150, -1.83413], [1.02111, -2.45920, -0.84153], [0.97311, -1.20460, 1.24517], [-0.18729, 1.10240, 1.84107], [-1.45029, 4.29880, 0.01217], [-2.26169, 1.16290, 1.98337], [-3.72009, 1.20070, 3.94997], [-4.74219, 3.30950, 4.70147], [-4.27949, 5.39810, 3.46497], [-2.70719, 5.39310, 1.58147], [-3.20899, 0.66970, -2.26503], [-1.89929, 1.28490, -2.73873], [-1.85299, 2.32010, -3.35543], [-0.85209, 0.59320, -2.39703], [-3.97979, 1.43350, -2.22473], [-3.07479, 0.21240, -1.28793], [-3.50889, -0.10460, -2.96663], [-0.85139, -2.82050, -2.98233], [-0.37479, -4.47710, -2.50513], [1.33141, -4.78030, -2.86983], [-0.97409, -5.19440, -3.06203], [-0.51389, -4.58240, -1.43103]],
  "forces_ev_per_angstrom": [[0.2571, -0.0710, 0.7342], [-0.1681, -0.0280, 0.0792], [0.4634, 0.2454, -0.2384], [-0.1351, -0.0362, 0.0617], [0.0183, -0.0248, -0.0086], [0.0849, 0.0680, -0.0114], [-0.1094, -0.0745, 0.0436], [-0.2873, -0.2838, 0.0673], [0.0204, -0.9784, 0.2709], [0.5362, 0.3175, -0.6156], [0.1043, -0.4337, 0.6211], [-0.4579, 0.6157, -0.3717], [0.2743, -0.6556, 0.5488], [-0.3538, 1.0118, -0.4316], [-0.1008, 0.3609, 0.2921], [0.6862, -0.2899, -0.5949], [-0.3831, -0.0290, 0.4266], [0.0658, 0.0392, -0.1266], [-0.0349, -0.0558, 0.0734], [-0.0078, 0.0054, 0.0364], [-0.0376, 0.0555, 0.0722], [0.1109, -0.1694, -0.0541], [-0.0142, 0.1172, -0.0589], [0.0069, -0.0672, 0.0583], [0.0636, -0.0269, -0.0042], [0.0624, 0.0294, -0.0070], [-0.0190, 0.0970, -0.1378], [0.1428, 0.1708, -0.0519], [-0.0763, 0.2743, -0.0438], [0.1066, -0.0789, -0.0562], [0.1220, 0.0465, -0.0821], [0.0128, -0.1164, 0.0136], [-0.0528, -0.1220, 0.0050], [-0.0727, 0.0096, 0.0373], [-0.0221, 0.1163, 0.0414], [0.0218, 0.0822, -0.0708], [0.2402, 0.2347, -0.0571], [-0.5244, 0.1454, 0.3000], [-0.0446, 0.2306, -0.2522], [-0.3496, -0.5306, -0.4707], [-0.0353, 0.0099, -0.0471], [-0.0139, -0.0635, 0.0557], [-0.0345, -0.1124, -0.0654], [-0.0298, -0.5066, 0.1687], [-0.0701, 0.2833, -0.1161], [-0.0158, -0.0296, 0.0520], [0.0636, 0.1657, 0.0816], [-0.0134, 0.0522, -0.1670]],
  "charge": 0,
  "homo_ev": -8.17,
  "orbital_gap_ev": 7.871,
  "lumo_ev": -0.3,
  "energy_ev": -126672.6543
}

***

[3]
{
  "formula": "C19H35N5O6",
  "method": "ωB97M-V/def2-TZVPD",
  "elements": ["C", "O", "C", "C", "O", "C", "C", "O", "C", "H", "H", "H", "H", "H", "H", "H", "H", "H", "H", "H", "H", "H", "H", "C", "O", "C", "O", "O", "C", "H", "H", "H", "H", "H", "H", "C", "C", "N", "H", "H", "H", "C", "C", "N", "H", "H", "H", "C", "C", "N", "H", "H", "H", "C", "C", "N", "H", "H", "H", "C", "C", "N", "H", "H", "H"],
  "coordinates": [[7.07651, 1.06885, 3.47260], [6.57141, 1.62151, 2.26578], [5.12490, 1.43306, 2.09929], [4.84666, 2.01503, 0.66908], [3.50034, 1.88781, 0.22097], [3.27894, 2.21072, -1.19458], [2.01102, 1.44351, -1.70756], [2.19412, 0.19037, -2.35550], [2.48489, -0.84419, -1.44100], [6.34051, 1.09812, 4.27606], [7.99555, 1.57081, 3.77510], [7.28010, 0.00935, 3.31737], [4.76445, 2.07282, 2.90482], [4.77025, 0.40821, 2.20885], [5.50650, 1.40067, 0.05648], [5.16015, 3.04856, 0.52200], [4.13622, 1.78744, -1.71803], [3.30099, 3.27949, -1.40755], [1.46045, 1.97207, -2.48577], [1.30764, 1.25658, -0.89612], [2.14268, -1.80099, -1.83540], [2.05630, -0.75235, -0.44300], [3.57172, -0.76692, -1.41066], [-4.95064, 0.37097, -0.54888], [-4.22841, -0.11057, -1.71307], [-3.88155, -1.38756, -1.74251], [-4.14756, -2.22000, -0.85078], [-3.19857, -1.54918, -2.91580], [-2.53046, -2.77830, -2.97547], [-6.01003, 0.19943, -0.73959], [-4.75787, 1.44379, -0.55014], [-4.63659, -0.09057, 0.38731], [-1.72752, -2.80021, -2.23865], [-1.95664, -2.81521, -3.90148], [-3.09872, -3.66274, -2.68746], [-1.80553, 3.34942, 1.77292], [-2.99321, 3.71317, 0.96291], [-3.90000, 3.98734, 0.29808], [-1.42869, 4.20195, 2.33798], [-1.04224, 3.12035, 1.02926], [-1.90318, 2.47050, 2.41016], [-1.99820, 3.00238, -2.56464], [-2.60033, 2.27520, -3.72161], [-3.10242, 1.69984, -4.59151], [-1.11619, 3.57876, -2.84388], [-1.60031, 2.34710, -1.78981], [-2.79704, 3.63013, -2.16982], [-0.01133, -0.03403, 4.60455], [-1.40626, -0.16147, 4.11406], [-2.61374, -0.22908, 3.74831], [0.40998, 0.90268, 4.23962], [0.63470, -0.85603, 4.29624], [-0.12358, 0.05279, 5.68527], [-2.74508, -6.79207, -2.22879], [-1.99870, -5.73072, -1.47942], [-1.42562, -4.87489, -0.89706], [-2.07679, -7.58617, -2.56178], [-3.16435, -6.33333, -3.12426], [-3.48341, -7.21436, -1.54715], [-1.26014, -1.92174, 1.14962], [-1.29146, -0.56555, 0.64464], [-1.29768, 0.51839, 0.22822], [-0.45473, -2.32016, 0.53262], [-2.07510, -2.56815, 0.82387], [-1.08710, -1.87266, 2.22468]],
  "forces_ev_per_angstrom": [[-0.5520, -0.4886, -0.4682], [-0.4174, -0.4894, -0.2893], [0.8941, 2.1030, -0.2177], [-0.1084, -0.7382, -0.0321], [-0.4432, 0.1416, -0.4363], [0.3632, -1.9752, 0.7727], [-0.3435, 0.2519, -0.1676], [-0.4632, 0.3822, 0.3009], [0.9868, -0.0212, -0.3995], [-0.0672, 0.3489, 0.1769], [-0.1127, 0.1520, -0.1671], [0.2303, -0.2197, 0.0269], [-0.9465, -0.2377, -0.1083], [0.1949, -0.0839, -0.1035], [0.1110, -0.0752, -0.4876], [0.2349, 0.1597, 0.5681], [0.1533, -0.0439, -0.3868], [-0.4383, 0.1654, 0.3269], [0.2534, 0.6964, 0.1736], [0.0711, 0.4188, 0.3907], [0.1894, 0.0497, -0.2768], [-0.1024, 0.4853, 0.0275], [0.2426, -0.9726, 0.7966], [-0.0199, 0.1487, -0.6205], [-0.0415, -0.0952, 0.5147], [-0.5289, -0.5283, 1.3526], [1.0645, 1.6433, -2.7118], [-1.1968, -0.3128, 1.4384], [1.9029, -0.5725, 0.5505], [-0.0161, -0.0718, 0.2140], [-0.0020, -0.1347, 0.1675], [0.1326, -0.0682, -0.2618], [0.0181, 0.2429, 0.3423], [-0.7573, -0.2114, -0.3536], [-0.5217, 0.2297, -0.6664], [0.1733, 0.3771, -0.8831], [-0.4612, -0.1452, 0.2432], [0.8400, -0.2117, 0.5656], [-0.2986, -0.0086, 0.0865], [0.1711, -0.2002, 0.1185], [-0.4277, 0.1016, -0.1126], [-0.2130, -0.3375, -0.5792], [0.2334, -0.4274, 0.0090], [0.5380, 0.7229, 0.8042], [-0.3278, 0.2776, -0.4418], [-0.5613, -0.4453, -0.0162], [0.3035, 0.1167, 0.2456], [-1.0456, 0.2769, 0.0357], [-8.8291, -0.5668, -2.8757], [9.4887, 0.5684, 2.8558], [0.1024, 0.1270, -0.1739], [-0.1163, -0.1065, 0.0599], [0.4200, -0.1907, 0.2028], [0.7568, 0.7785, 0.5417], [1.6402, 2.0537, 1.4574], [-1.9250, -3.1017, -1.9476], [0.1320, 0.1030, 0.1882], [-0.3323, -0.0807, 0.2018], [-0.1778, 0.0897, -0.3125], [0.6008, -0.0766, -0.9291], [-0.9660, 1.8133, -0.5925], [0.1075, -1.3229, 0.3909], [0.6458, -0.5037, 0.7247], [-0.5341, 0.5420, 0.3679], [0.0986, -0.5016, -0.2216]],
  "multiplicity": 2,
  "charge": -1,
  "homo_ev": [0.38, -7.38],
  "orbital_gap_ev": [1.698, 9.415],
  "s2": 0.75,
  "lumo_ev": [2.1, 2.0],
  "energy_ev": -40000.3057
}